# 1
C44H113N7O14 | ωB97M-V/def2-TZVPD

The geometry in ORCA input format:
```
! RIJCOSX wB97M-V def2-TZVPD def2/J DEFGRID3
* xyz 0 1
C 5.75 1.06 4.98
O 5.23 1.75 3.88
C 5.44 1.07 2.67
C 4.71 1.84 1.58
C 3.19 1.87 1.77
N 4.95 1.26 0.23
H 6.82 0.86 4.99
H 5.25 0.08 5.08
H 5.50 1.58 5.91
H 6.51 0.94 2.45
H 5.03 0.05 2.70
H 5.08 2.86 1.51
H 2.80 0.85 1.80
H 2.70 2.41 0.96
H 2.83 2.31 2.71
H 4.33 1.79 -0.38
H 4.48 0.35 0.29
C 4.09 -4.36 -4.25
O 4.67 -3.57 -3.25
C 3.77 -3.01 -2.30
C 4.49 -2.10 -1.35
C 5.59 -2.76 -0.56
N 3.54 -1.44 -0.41
H 3.81 -5.36 -3.92
H 4.83 -4.48 -5.04
H 3.20 -3.89 -4.70
H 3.01 -2.42 -2.83
H 3.27 -3.87 -1.83
H 4.82 -1.21 -1.91
H 6.26 -3.33 -1.22
H 5.24 -3.46 0.20
H 6.17 -2.06 0.05
H 2.59 -1.47 -0.79
H 3.41 -2.05 0.40
C -0.49 2.16 2.73
O -0.66 2.36 4.12
C -1.48 1.32 4.63
C -1.41 1.30 6.15
N -1.96 2.54 6.68
C -1.75 2.72 8.11
C -2.41 4.02 8.53
O -1.58 5.07 8.02
C -2.22 6.34 8.15
H -1.38 2.57 2.24
H -0.36 1.12 2.44
H 0.36 2.72 2.34
H -0.97 0.38 4.37
H -2.52 1.37 4.30
H -0.32 1.27 6.29
H -1.95 0.45 6.56
H -1.66 3.33 6.11
H -0.68 2.79 8.35
H -2.25 1.88 8.60
H -2.36 4.12 9.62
H -3.42 4.12 8.11
H -2.79 6.63 7.26
H -1.43 7.09 8.25
H -2.88 6.32 9.02
C 4.28 1.16 -4.05
O 2.98 1.69 -4.14
C 2.21 1.63 -2.96
C 2.16 2.96 -2.19
N 3.49 3.32 -1.71
C 3.40 4.58 -0.95
C 4.75 5.13 -0.57
O 5.32 5.82 -1.66
C 6.45 6.58 -1.24
H 4.27 0.08 -3.89
H 4.84 1.62 -3.22
H 4.83 1.31 -4.97
H 2.50 0.77 -2.35
H 1.20 1.39 -3.30
H 1.56 2.81 -1.29
H 1.63 3.70 -2.81
H 4.14 3.42 -2.48
H 2.74 4.49 -0.08
H 2.90 5.32 -1.59
H 5.44 4.40 -0.13
H 4.56 5.84 0.25
H 6.09 7.35 -0.55
H 6.91 6.96 -2.15
H 7.17 5.96 -0.70
C -6.98 -6.64 -5.03
O -5.77 -5.94 -4.82
C -5.78 -4.58 -5.20
C -4.44 -3.99 -4.74
N -4.15 -4.20 -3.32
C -5.17 -3.69 -2.41
C -4.66 -3.81 -0.99
O -5.64 -3.44 -0.06
C -5.23 -3.49 1.28
H -6.75 -7.69 -4.89
H -7.41 -6.49 -6.02
H -7.67 -6.39 -4.21
H -6.60 -3.97 -4.79
H -5.81 -4.56 -6.30
H -4.50 -2.93 -4.99
H -3.61 -4.43 -5.29
H -4.03 -5.21 -3.24
H -6.08 -4.28 -2.58
H -5.38 -2.66 -2.68
H -3.76 -3.20 -0.82
H -4.35 -4.85 -0.84
H -4.92 -4.51 1.53
H -6.06 -3.19 1.92
H -4.35 -2.86 1.44
C 1.66 5.91 2.21
O 1.14 5.59 0.93
C -0.24 5.25 0.91
C -0.62 5.02 -0.53
N -2.04 4.65 -0.59
C -2.16 3.19 -0.55
C -3.61 2.75 -0.48
O -3.59 1.35 -0.41
C -4.85 0.75 -0.20
H 2.72 6.05 2.00
H 1.56 5.03 2.86
H 1.17 6.76 2.68
H -0.83 6.05 1.39
H -0.43 4.43 1.61
H 0.07 4.28 -0.97
H -0.40 5.91 -1.12
H -2.53 5.07 -1.36
H -1.55 2.80 0.26
H -1.75 2.69 -1.44
H -4.10 3.04 -1.42
H -4.20 3.26 0.29
H -5.35 1.06 0.72
H -4.79 -0.34 -0.18
H -5.48 1.00 -1.06
C -1.52 -5.83 0.41
O -1.60 -5.31 -0.90
C -0.34 -4.83 -1.34
C -0.44 -4.44 -2.81
N -1.21 -3.20 -2.97
C -1.09 -2.58 -4.30
C 0.27 -1.97 -4.64
O 0.15 -1.37 -5.89
C 1.34 -0.83 -6.40
H -0.95 -5.17 1.08
H -0.96 -6.78 0.42
H -2.52 -6.00 0.79
H 0.38 -5.66 -1.28
H 0.05 -4.04 -0.71
H -0.83 -5.32 -3.32
H 0.59 -4.22 -3.09
H -2.21 -3.39 -2.88
H -1.83 -1.78 -4.34
H -1.28 -3.31 -5.10
H 1.00 -2.80 -4.64
H 0.62 -1.29 -3.85
H 1.78 -0.10 -5.71
H 1.10 -0.28 -7.31
H 2.10 -1.60 -6.56
C -2.71 -0.93 2.37
C -2.65 -2.44 2.14
C -1.40 -3.08 2.77
O -3.79 -3.00 2.77
H -3.63 -0.53 1.94
H -1.80 -0.46 2.01
H -2.70 -0.77 3.44
H -2.63 -2.64 1.07
H -1.44 -4.11 2.41
H -1.39 -3.02 3.86
H -0.47 -2.66 2.39
H -3.65 -3.92 3.01
C -1.62 -1.30 -0.28
C -0.36 -0.67 -0.88
C 0.43 0.07 0.19
O 0.52 -1.64 -1.44
H -2.04 -0.67 0.50
H -1.43 -2.26 0.19
H -2.41 -1.41 -1.02
H -0.65 0.05 -1.65
H 0.89 -0.64 0.88
H -0.19 0.79 0.72
H 1.25 0.65 -0.23
H -0.05 -2.25 -1.99
*
```

The value obtained for the relative energy (zero: lowest compared OMol25 entry of this formula, charge and spin) is 54.9 kcal per mole. As for the SMILES: COC[C@H](C)N.COC[C@H](C)N.COCCNCCOC.COCCNCCOC.COCCNCCOC.COCCNCCOC.COCCNCCOC.CC(C)O.CC(C)O. Its gap between HOMO and LUMO is 8.96 eV. The LUMO energy is 0.5 eV.

Mulliken atomic charge list, values in e, 8 entries: C -0.8251; O -0.3005; C -1.1003; C 0.6538; C -0.8051; N -0.6162; H 0.3011; H 0.3343



# 2
C7H12O4Zn | ωB97M-V/def2-TZVPD

The geometry in ORCA input format:
```
! RIJCOSX wB97M-V def2-TZVPD def2/J DEFGRID3
* xyz -1 2
C -1.47 -0.60 -1.16
C -2.37 -1.75 -0.76
O -1.82 -2.99 -1.26
Zn 0.14 -2.62 -1.72
H -0.97 -0.14 -2.03
H -2.35 -3.75 -1.00
H -2.20 0.23 -1.22
H -3.38 -1.65 -1.18
H -2.48 -1.83 0.33
O 2.61 4.76 0.95
C 2.27 3.67 1.46
O 2.19 3.36 2.66
O 1.93 2.71 0.52
C 1.18 1.58 0.95
C 0.78 0.77 -0.27
C -0.05 -0.45 0.07
C 0.69 -1.72 0.17
H 0.28 1.91 1.50
H 1.78 0.97 1.64
H 1.69 0.46 -0.82
H 0.22 1.43 -0.96
H -0.68 -0.27 0.96
H 0.22 -2.47 0.83
H 1.78 -1.62 0.32
*
```

Its gap between HOMO and LUMO (spin up / spin down) is 5.59 / 5.57 eV. As for the expectation value of S²: 0.7574. The LUMO energy (spin up / spin down) is 1.9 / 1.7 eV.

Mulliken atomic charge list, values in e, 8 entries: C -1.1584; C -0.2833; O -0.2943; Zn -0.2268; H 0.5295; H 0.2231; H 0.3586; H 0.3742



# 3
C2H6Cl4Si2 | ωB97M-V/def2-TZVPD

The geometry in ORCA input format:
```
! RIJCOSX wB97M-V def2-TZVPD def2/J DEFGRID3
* xyz 0 1
C -0.65 -0.98 1.48
Si 0.34 -0.01 0.13
C 0.03 1.76 0.62
Cl 2.24 -0.42 0.75
Si 0.36 -0.61 -2.08
Cl 1.00 -2.42 -2.80
Cl 0.88 0.94 -3.41
Cl -1.69 -1.00 -2.19
H -0.02 -1.15 2.35
H -0.95 -1.91 0.96
H -1.52 -0.45 1.84
H 0.35 1.73 1.64
H 0.68 2.48 0.07
H -1.05 2.04 0.65
*
```

The value obtained for the relative energy (zero: lowest compared OMol25 entry of this formula, charge and spin) is 11.5 kcal per mole. As for the SMILES: C[Si](C)(Cl)[Si](Cl)(Cl)Cl. Its gap between HOMO and LUMO is 10.46 eV. The LUMO energy is 0.1 eV.

Mulliken atomic charge list, values in e, 8 entries: C -1.0439; Si 0.6235; C -0.9466; Cl -0.3141; Si 0.5397; Cl -0.2138; Cl -0.2392; Cl -0.2778



# 4
C5H5NO | ωB97M-V/def2-TZVPD

The geometry in ORCA input format:
```
! RIJCOSX wB97M-V def2-TZVPD def2/J DEFGRID3
* xyz 0 1
O -1.99 -0.03 -0.54
C -1.11 -0.63 0.38
C 0.34 -0.25 0.18
C 0.68 1.12 0.05
C 0.88 2.31 -0.03
C 1.31 -1.24 0.01
N 2.14 -2.12 -0.09
H -1.87 0.93 -0.47
H -1.38 -0.35 1.41
H -1.24 -1.71 0.28
H 1.16 -1.38 -1.12
H 1.08 3.35 -0.07
*
```

The value obtained for the relative energy (zero: lowest compared OMol25 entry of this formula, charge and spin) is 144.6 kcal per mole. Its gap between HOMO and LUMO (spin up / spin down) is 7.96 / 7.63 eV. The LUMO energy (spin up / spin down) is -0.3 / -0.8 eV.

Mulliken atomic charge list, values in e, 8 entries: O -0.4980; C -0.4116; C 0.0389; C -0.5815; C 0.2906; C -0.0550; N -0.4899; H 0.3231



# 5
C2H4BrN | ωB97M-V/def2-TZVPD

The geometry in ORCA input format:
```
! RIJCOSX wB97M-V def2-TZVPD def2/J DEFGRID3
* xyz 0 1
C 0.92 -0.25 -0.43
C 1.85 0.56 0.03
N -2.11 -0.77 -0.16
Br -1.08 0.66 -0.86
H 1.85 1.58 0.40
H 2.87 0.20 0.14
H -2.82 -0.56 0.65
H -1.48 -1.43 0.22
*
```

The value obtained for the relative energy (zero: lowest compared OMol25 entry of this formula, charge and spin) is 118.4 kcal per mole. Its gap between HOMO and LUMO is 8.59 eV. The LUMO energy is -0.1 eV.

Per-atom Mulliken charges, elementary charge units: C -0.1221; C -0.6429; N -0.5014; Br 0.1702; H 0.2779; H 0.2260; H 0.2791; H 0.3130



# 6
C3H6HgO5 | ωB97M-V/def2-TZVPD

The geometry in ORCA input format:
```
! RIJCOSX wB97M-V def2-TZVPD def2/J DEFGRID3
* xyz -1 2
C 0.40 -0.05 -1.17
C -0.14 -0.50 0.18
O -1.42 0.10 0.39
C -2.04 -0.08 1.57
O -1.50 -0.79 2.46
O -3.17 0.47 1.67
O 1.64 -0.59 -1.42
Hg -3.27 -0.41 3.70
H 0.38 1.07 -1.18
H -0.35 -0.33 -1.95
H 0.55 -0.19 0.98
H -0.23 -1.59 0.21
H 2.50 0.29 -1.51
O 3.39 1.04 -1.58
H 3.26 1.56 -2.38
*
```

The value obtained for the relative energy (zero: lowest compared OMol25 entry of this formula, charge and spin) is 0.0 kcal per mole. Its gap between HOMO and LUMO (spin up / spin down) is 6.27 / 3.81 eV. As for the expectation value of S²: 0.7538. The LUMO energy (spin up / spin down) is 2.4 / -0.1 eV.

Mulliken atomic charge list, values in e, 8 entries: C -0.4814; C -0.2232; O -0.1898; C 0.8661; O -0.6723; O -0.7188; O -0.7429; Hg 0.4902



Record order is preserved below.
E: -3180.4918 -2354.1214 -2499.7714 -323.2892 -2707.1704 -647.5215 Ha